Computed, not measured: a 16-piece molecular cluster, C48H128O16 overall in a non-equilibrium geometry, with ωB97M-V with the def2-TZVPD basis set.

ΔE to the lowest compared entry with this formula, charge and spin ... 46.1 kcal/mol
Net charge ... 0
HOMO ... -9.0537 eV
Maximum force ... 3.22 eV/Å
Energy ... -3109.435214 Eh

Each atom is followed by the atoms it is bonded to, with distances in Å.
Cartesian coordinates (Å):
1 C -1.3979 2.9514 -3.4706  C2 1.548, H5 1.090, H6 1.090, H7 1.090
2 C -1.8049 3.0446 -4.9613  C1 1.548, C3 1.538, O4 1.415, H8 1.090
3 C -2.2861 4.4264 -5.4361  C2 1.538, H9 1.090, H10 1.090, H11 1.090
4 O -0.7021 2.6658 -5.7626  C2 1.415, H12 0.960
5 H -0.4654 3.4972 -3.3266  C1 1.090
6 H -1.2772 1.9269 -3.1187  C1 1.090
7 H -2.1276 3.4544 -2.8361  C1 1.090
8 H -2.6963 2.4313 -5.0933  C2 1.090
9 H -2.7879 4.4048 -6.4035  C3 1.090
10 H -1.4662 5.1414 -5.5037  C3 1.090
11 H -2.9698 4.8442 -4.6971  C3 1.090
12 H 0.1465 2.9676 -5.4305  O4 0.960
13 C 4.4900 2.4988 2.1048  C14 1.585, H17 1.090, H18 1.090, H19 1.090
14 C 4.5568 2.3889 0.5251  C13 1.585, C15 1.564, O16 1.402, H20 1.090
15 C 5.7998 3.1125 -0.0888  C14 1.564, H21 1.090, H22 1.090, H23 1.090
16 O 4.6433 1.0147 0.2584  C14 1.402, H24 0.960
17 H 5.4937 2.2984 2.4797  C13 1.090
18 H 3.7278 1.8323 2.5085  C13 1.090
19 H 4.2440 3.4723 2.5291  C13 1.090
20 H 3.6823 2.7996 0.0204  C14 1.090
21 H 6.7554 2.6113 0.0657  C15 1.090
22 H 5.8599 4.1328 0.2899  C15 1.090
23 H 5.6635 3.1397 -1.1699  C15 1.090
24 H 3.8991 0.5516 0.6500  O16 0.960
25 C 0.8967 0.2754 -0.4915  C26 1.490, H29 1.090, H30 1.090, H31 1.090
26 C 0.0190 -0.3503 0.5373  C25 1.490, C27 1.478, O28 1.410, H32 1.090
27 C -0.9148 0.6282 1.1320  C26 1.478, H33 1.090, H34 1.090, H35 1.090
28 O -0.6972 -1.3877 -0.0947  C26 1.410, H36 0.960
29 H 1.5872 -0.4873 -0.8516  C25 1.090
30 H 1.5496 1.0327 -0.0575  C25 1.090
31 H 0.3582 0.7084 -1.3345  C25 1.090
32 H 0.6109 -0.8516 1.3031  C26 1.090
33 H -1.2925 0.1323 2.0262  C27 1.090
34 H -1.6848 0.8867 0.4052  C27 1.090
35 H -0.5597 1.6251 1.3930  C27 1.090
36 H -1.4555 -1.6548 0.4299  O28 0.960
37 C -4.3781 -0.9825 3.0695  C38 1.520, H41 1.090, H42 1.090, H43 1.090
38 C -4.3053 -1.7920 1.7848  C37 1.520, C39 1.554, O40 1.396, H44 1.090
39 C -5.0425 -1.1725 0.5655  C38 1.554, H45 1.090, H46 1.090, H47 1.090
40 O -2.9799 -1.9881 1.3921  C38 1.396, H48 0.960
41 H -4.0059 0.0261 2.8897  C37 1.090
42 H -3.8739 -1.4326 3.9247  C37 1.090
43 H -5.4025 -0.7862 3.3857  C37 1.090
44 H -4.7694 -2.7357 2.0714  C38 1.090
45 H -6.1231 -1.1224 0.6993  C39 1.090
46 H -4.8658 -1.7828 -0.3202  C39 1.090
47 H -4.6896 -0.1810 0.2819  C39 1.090
48 H -2.4539 -2.0793 2.1900  O40 0.960
49 C 2.4258 -2.8936 3.0140  C50 1.510, H53 1.090, H54 1.090, H55 1.090
50 C 3.6434 -2.1421 2.5330  C49 1.510, C51 1.575, O52 1.434, H56 1.090
51 C 4.8736 -3.0456 2.1457  C50 1.575, H57 1.090, H58 1.090, H59 1.090
52 O 3.2320 -1.3863 1.3852  C50 1.434, H60 0.960
53 H 2.0588 -3.7140 2.3973  C49 1.090
54 H 1.5698 -2.2222 3.0820  C49 1.090
55 H 2.5295 -3.2199 4.0488  C49 1.090
56 H 3.9280 -1.4070 3.2858  C50 1.090
57 H 5.6748 -2.4273 1.7408  C51 1.090
58 H 4.6932 -3.8588 1.4425  C51 1.090
59 H 5.3139 -3.4615 3.0520  C51 1.090
60 H 2.9120 -2.0761 0.7992  O52 0.960
61 C -0.1733 6.0804 0.8268  C62 1.559, H65 1.090, H66 1.090, H67 1.090
62 C -0.0951 4.5264 0.7238  C61 1.559, C63 1.520, O64 1.375, H68 1.090
63 C 1.0981 3.9774 1.4895  C62 1.520, H69 1.090, H70 1.090, H71 1.090
64 O -1.2344 4.0494 1.3273  C62 1.375, H72 0.960
65 H -1.1565 6.5059 0.6255  C61 1.090
66 H 0.6013 6.5536 0.2234  C61 1.090
67 H 0.0748 6.4399 1.8254  C61 1.090
68 H -0.0554 4.1869 -0.3112  C62 1.090
69 H 1.3572 2.9566 1.2085  C63 1.090
70 H 0.9753 4.0912 2.5666  C63 1.090
71 H 2.0058 4.5368 1.2631  C63 1.090
72 H -1.9711 4.5262 0.9381  O64 0.960
73 C 1.0367 -0.5469 6.3875  C74 1.527, H77 1.090, H78 1.090, H79 1.090
74 C 0.5815 0.5365 5.4127  C73 1.527, C75 1.578, O76 1.403, H80 1.090
75 C 1.6675 0.6916 4.2779  C74 1.578, H81 1.090, H82 1.090, H83 1.090
76 O -0.6173 0.0807 4.8445  C74 1.403, H84 0.960
77 H 1.6912 -1.3614 6.0772  C73 1.090
78 H 0.2496 -1.0483 6.9505  C73 1.090
79 H 1.6105 0.0020 7.1342  C73 1.090
80 H 0.3673 1.4798 5.9152  C74 1.090
81 H 2.4472 1.3814 4.6012  C75 1.090
82 H 1.3059 1.1285 3.3471  C75 1.090
83 H 2.1836 -0.2212 3.9802  C75 1.090
84 H -0.9483 0.7960 4.2964  O76 0.960
85 C -3.1941 0.0272 -2.8021  C86 1.556, H89 1.090, H90 1.090, H91 1.090
86 C -2.5603 -1.3598 -3.1092  C85 1.556, C87 1.557, O88 1.405, H92 1.090
87 C -2.9831 -1.9268 -4.4961  C86 1.557, H93 1.090, H94 1.090, H95 1.090
88 O -1.1583 -1.3278 -3.0174  C86 1.405, H96 0.960
89 H -2.6747 0.4378 -1.9363  C85 1.090
90 H -4.2431 -0.0497 -2.5159  C85 1.090
91 H -3.0916 0.6827 -3.6669  C85 1.090
92 H -2.8863 -2.0470 -2.3284  C86 1.090
93 H -4.0300 -2.2281 -4.4613  C87 1.090
94 H -2.3965 -2.8105 -4.7475  C87 1.090
95 H -2.8922 -1.1806 -5.2854  C87 1.090
96 H -0.9761 -1.1592 -2.0901  O88 0.960
97 C 2.5504 1.9464 -2.9825  C98 1.507, H101 1.090, H102 1.090, H103 1.090
98 C 3.0484 2.8476 -4.0828  C97 1.507, C99 1.514, O100 1.427, H104 1.090
99 C 4.0155 2.2282 -5.0697  C98 1.514, H105 1.090, H106 1.090, H107 1.090
100 O 1.9230 3.4365 -4.7324  C98 1.427, H108 0.960
101 H 1.8786 1.1659 -3.3396  C97 1.090
102 H 2.0216 2.4929 -2.2016  C97 1.090
103 H 3.3637 1.4183 -2.4846  C97 1.090
104 H 3.5584 3.6483 -3.5471  C98 1.090
105 H 4.1379 2.7872 -5.9974  C99 1.090
106 H 3.7657 1.2120 -5.3748  C99 1.090
107 H 5.0206 2.1047 -4.6665  C99 1.090
108 H 2.2765 4.1965 -5.2003  O100 0.960
109 C -4.2786 2.9259 0.2957  C110 1.566, H113 1.090, H114 1.090, H115 1.090
110 C -4.6741 4.3943 -0.0796  C109 1.566, C111 1.551, O112 1.413, H116 1.090
111 C -5.7052 5.0783 0.8547  C110 1.551, H117 1.090, H118 1.090, H119 1.090
112 O -3.5078 5.1888 -0.0107  C110 1.413, H120 0.960
113 H -3.7447 2.8697 1.2443  C109 1.090
114 H -3.5483 2.5214 -0.4052  C109 1.090
115 H -5.1407 2.2595 0.2688  C109 1.090
116 H -5.0883 4.3743 -1.0877  C110 1.090
117 H -5.8687 6.1199 0.5783  C111 1.090
118 H -5.3739 5.1161 1.8925  C111 1.090
119 H -6.6568 4.5482 0.8962  C111 1.090
120 H -3.6886 5.9683 -0.5412  O112 0.960
121 C -1.6207 4.7330 4.8070  C122 1.536, H125 1.090, H126 1.090, H127 1.090
122 C -2.0757 3.2678 4.7443  C121 1.536, C123 1.532, O124 1.443, H128 1.090
123 C -3.5083 3.1497 4.2136  C122 1.532, H129 1.090, H130 1.090, H131 1.090
124 O -1.2192 2.5764 3.8120  C122 1.443, H132 0.960
125 H -0.5749 4.7279 5.1141  C121 1.090
126 H -2.2075 5.2793 5.5455  C121 1.090
127 H -1.8438 5.2764 3.8888  C121 1.090
128 H -1.9587 2.7653 5.7045  C122 1.090
129 H -4.2162 3.4152 4.9988  C123 1.090
130 H -3.7150 2.1407 3.8569  C123 1.090
131 H -3.7162 3.8946 3.4456  C123 1.090
132 H -1.3592 2.9601 2.9432  O124 0.960
133 C 6.3836 -2.7125 -1.1974  C134 1.556, H137 1.090, H138 1.090, H139 1.090
134 C 6.4171 -1.2353 -1.6842  C133 1.556, C135 1.546, O136 1.351, H140 1.090
135 C 5.1520 -1.0085 -2.5435  C134 1.546, H141 1.090, H142 1.090, H143 1.090
136 O 6.6163 -0.3650 -0.6701  C134 1.351, H144 0.960
137 H 5.5190 -2.9697 -0.5856  C133 1.090
138 H 7.2593 -2.9776 -0.6049  C133 1.090
139 H 6.3349 -3.3071 -2.1096  C133 1.090
140 H 7.2104 -1.0132 -2.3981  C134 1.090
141 H 4.9033 -1.8218 -3.2253  C135 1.090
142 H 5.1674 -0.0710 -3.0993  C135 1.090
143 H 4.3040 -0.9923 -1.8589  C135 1.090
144 H 5.8331 0.1193 -0.3986  O136 0.960
145 C 0.4319 -4.7132 -1.6124  C146 1.571, H149 1.090, H150 1.090, H151 1.090
146 C 1.3925 -4.6256 -0.3718  C145 1.571, C147 1.537, O148 1.388, H152 1.090
147 C 2.7180 -5.3172 -0.7298  C146 1.537, H153 1.090, H154 1.090, H155 1.090
148 O 1.6284 -3.2722 -0.1735  C146 1.388, H156 0.960
149 H -0.5744 -4.4031 -1.3306  C145 1.090
150 H 0.2429 -5.7438 -1.9127  C145 1.090
151 H 0.8490 -4.1738 -2.4628  C145 1.090
152 H 0.9065 -5.0407 0.5112  C146 1.090
153 H 3.0725 -5.0208 -1.7170  C147 1.090
154 H 2.7523 -6.4038 -0.8087  C147 1.090
155 H 3.4057 -4.9698 0.0413  C147 1.090
156 H 0.8351 -2.7449 -0.2922  O148 0.960
157 C 0.9084 -1.0359 -6.0420  C158 1.494, H161 1.090, H162 1.090, H163 1.090
158 C 1.3857 -2.2338 -5.2874  C157 1.494, C159 1.539, O160 1.407, H164 1.090
159 C 2.1729 -1.9058 -4.0057  C158 1.539, H165 1.090, H166 1.090, H167 1.090
160 O 0.2470 -2.9987 -4.9728  C158 1.407, H168 0.960
161 H 0.3851 -1.3205 -6.9549  C157 1.090
162 H 1.7908 -0.4624 -6.3258  C157 1.090
163 H 0.2946 -0.3657 -5.4401  C157 1.090
164 H 2.0811 -2.7546 -5.9455  C158 1.090
165 H 2.8398 -2.7506 -3.8331  C159 1.090
166 H 1.4937 -1.7244 -3.1728  C159 1.090
167 H 2.7989 -1.0366 -4.2073  C159 1.090
168 H -0.3120 -2.4005 -4.4716  O160 0.960
169 C -3.4173 -4.7237 0.0871  C170 1.507, H173 1.090, H174 1.090, H175 1.090
170 C -4.1481 -4.5723 -1.2227  C169 1.507, C171 1.455, O172 1.410, H176 1.090
171 C -3.4187 -5.1223 -2.3558  C170 1.455, H177 1.090, H178 1.090, H179 1.090
172 O -5.3325 -5.3282 -1.1055  C170 1.410, H180 0.960
173 H -2.5297 -4.0924 0.1283  C169 1.090
174 H -3.1089 -5.7543 0.2623  C169 1.090
175 H -4.0045 -4.3660 0.9329  C169 1.090
176 H -4.3969 -3.5291 -1.4177  C170 1.090
177 H -4.0966 -5.3712 -3.1723  C171 1.090
178 H -2.8269 -5.9971 -2.0864  C171 1.090
179 H -2.6428 -4.4289 -2.6802  C171 1.090
180 H -6.0107 -4.8737 -0.6005  O172 0.960
181 C -2.0509 -3.3137 5.5125  C182 1.505, H185 1.090, H186 1.090, H187 1.090
182 C -1.1347 -3.4612 4.3277  C181 1.505, C183 1.514, O184 1.397, H188 1.090
183 C -1.4889 -4.6816 3.5037  C182 1.514, H189 1.090, H190 1.090, H191 1.090
184 O -1.1759 -2.2944 3.5602  C182 1.397, H192 0.960
185 H -2.0231 -2.3214 5.9627  C181 1.090
186 H -1.7557 -4.0661 6.2438  C181 1.090
187 H -3.0953 -3.5246 5.2828  C181 1.090
188 H -0.1123 -3.6008 4.6788  C182 1.090
189 H -1.3239 -5.6370 4.0019  C183 1.090
190 H -0.8302 -4.7439 2.6375  C183 1.090
191 H -2.4983 -4.5881 3.1033  C183 1.090
192 H -0.9703 -1.5602 4.1435  O184 0.960

Löwdin atomic charge list, values in e, 5 entries: -0.046, -0.467, -0.058, -0.053, 0.068